Entry 1:
Entry from the Open Molecules 2025 dataset: 12 unconnected molecules or ions with the total composition C24H72O24 at a distorted geometry (wB97M-V/def2-TZVPD).

Last column: Mulliken charge in e.
CARTESIAN COORDINATES (ANGSTROEM)
C1 0.763 0.574 0.359  0.246
C2 0.022 0.144 -0.926  0.123
O1 0.854 -0.053 -2.115  -0.608
O2 0.260 0.220 1.610  -0.421
H1 0.929 1.647 0.452  0.256
H2 1.735 0.079 0.342  -0.364
H3 -0.844 0.765 -1.158  0.287
H4 -0.548 -0.755 -0.692  -0.224
H5 0.335 -0.568 -2.737  0.163
H6 -0.380 0.920 1.759  0.031
C3 -2.246 -2.774 0.573  -0.552
C4 -2.688 -2.250 1.929  0.431
O3 -2.347 -3.292 2.870  -0.621
O4 -3.049 -3.855 0.146  -0.665
H7 -1.218 -3.136 0.568  0.173
H8 -2.303 -2.038 -0.229  0.236
H9 -3.746 -2.007 1.825  0.342
H10 -2.186 -1.288 2.032  -0.096
H11 -2.576 -2.994 3.753  0.315
H12 -2.733 -4.683 0.513  0.353
C5 1.092 5.195 1.432  -0.113
C6 -0.012 5.774 2.268  -0.509
O5 -0.547 4.697 3.042  -0.434
O6 0.474 4.647 0.195  -0.485
H13 1.703 4.433 1.915  0.023
H14 1.874 5.895 1.135  0.407
H15 -0.794 6.305 1.725  0.317
H16 0.430 6.545 2.900  0.321
H17 -1.483 4.825 3.210  0.256
H18 -0.126 3.972 0.519  0.206
C7 0.432 -0.131 6.910  -0.456
C8 0.660 0.733 5.570  -0.483
O7 -0.106 0.163 4.530  -0.295
O8 -0.741 0.318 7.579  -0.609
H19 1.238 0.199 7.564  0.413
H20 0.416 -1.209 6.744  0.213
H21 1.739 0.853 5.472  0.319
H22 0.208 1.716 5.702  0.403
H23 0.337 0.288 3.687  0.085
H24 -1.469 0.522 6.987  0.506
C9 2.799 -2.784 -1.471  -0.128
C10 2.704 -3.087 -2.924  -0.007
O9 2.660 -4.440 -3.251  -0.545
O10 1.960 -3.444 -0.595  -0.512
H25 2.847 -1.733 -1.185  0.022
H26 3.712 -3.286 -1.152  0.441
H27 3.475 -2.763 -3.624  0.199
H28 1.710 -2.704 -3.153  -0.167
H29 3.286 -4.807 -2.622  0.322
H30 2.069 -3.041 0.269  0.185
C11 0.486 2.721 -7.069  -0.491
C12 -0.117 2.526 -5.696  -0.188
O11 0.914 1.844 -4.968  -0.541
O12 -0.254 3.689 -7.802  -0.529
H31 0.540 1.703 -7.455  0.292
H32 1.443 3.209 -6.886  0.208
H33 -1.029 1.941 -5.809  0.218
H34 -0.159 3.531 -5.277  0.391
H35 0.731 1.775 -4.028  0.257
H36 -0.449 3.244 -8.630  0.343
C13 -3.641 0.548 4.913  -0.662
C14 -4.071 1.128 3.485  -0.496
O13 -2.985 1.117 2.683  0.044
O14 -2.542 0.953 5.675  -0.646
H37 -3.488 -0.510 4.698  0.215
H38 -4.530 0.642 5.536  0.454
H39 -4.315 2.187 3.570  0.460
H40 -4.840 0.528 2.999  0.275
H41 -3.097 1.924 2.176  0.245
H42 -1.749 0.847 5.145  0.462
C15 -3.827 2.391 0.011  0.312
C16 -3.848 3.350 -1.277  -0.546
O15 -4.637 4.467 -0.995  -0.577
O16 -3.467 3.240 1.128  -0.691
H43 -2.965 1.754 -0.188  -0.257
H44 -4.668 1.738 0.245  0.231
H45 -4.280 2.864 -2.152  0.456
H46 -2.883 3.799 -1.514  0.251
H47 -5.544 4.239 -1.212  0.323
H48 -3.872 4.075 0.885  0.381
C17 4.289 1.913 1.140  -0.218
C18 4.232 1.408 2.544  -0.033
O17 4.412 0.044 2.768  -0.464
O18 5.630 2.107 0.645  -0.611
H49 3.725 2.832 0.981  0.170
H50 3.840 1.208 0.441  0.091
H51 3.203 1.575 2.862  -0.113
H52 4.868 1.986 3.215  0.587
H53 5.088 -0.062 3.441  0.285
H54 5.652 2.593 -0.182  0.317
C19 2.294 -0.823 -6.522  -0.169
C20 2.203 -1.684 -7.839  -0.435
O19 0.944 -2.344 -7.993  -0.567
O20 1.095 -0.871 -5.694  -0.403
H55 2.553 0.190 -6.829  0.257
H56 3.091 -1.081 -5.824  0.286
H57 2.939 -2.486 -7.794  0.252
H58 2.351 -1.125 -8.763  0.301
H59 0.610 -2.560 -7.119  0.312
H60 0.874 -0.060 -5.231  0.240
C21 -2.430 -4.686 -3.050  -0.942
C22 -1.268 -3.866 -2.661  0.461
O21 -1.566 -2.517 -2.947  -0.474
O22 -3.597 -4.259 -2.368  -0.622
H61 -2.101 -5.609 -2.573  0.375
H62 -2.554 -4.850 -4.121  0.356
H63 -0.550 -4.324 -3.341  0.257
H64 -0.933 -3.960 -1.628  -0.141
H65 -2.508 -2.350 -3.026  0.329
H66 -3.434 -4.267 -1.422  0.494
C23 2.615 -2.887 4.151  -0.347
C24 1.451 -2.740 3.196  -0.230
O23 1.666 -1.823 2.065  0.114
O24 2.717 -4.179 4.802  -0.580
H67 2.563 -2.046 4.842  0.119
H68 3.546 -2.749 3.602  0.224
H69 0.615 -2.439 3.827  0.239
H70 1.226 -3.666 2.667  0.289
H71 1.319 -0.928 2.054  0.178
H72 1.889 -4.388 5.241  0.322

Force components x, y, z for each atom (eV/Å):
C 2.2 0.3 -1.7
C -1.1 -0.8 -0.2
O -0.3 0.9 1.8
O -2.1 0.4 0.1
H 0.3 0.2 -0.8
H 0.2 0.2 -0.5
H 0.3 1.0 -0.2
H 0.6 -0.7 0.1
H -0.2 -0.4 0.0
H -0.6 -0.2 0.9
C 0.3 -0.4 -0.1
C 0.8 -0.4 -1.2
O -0.4 1.1 -0.5
O -0.7 -0.6 0.1
H 0.3 0.3 0.4
H -0.2 0.3 0.2
H -0.3 -0.4 0.5
H 0.4 -0.1 0.8
H 0.0 0.0 0.1
H 0.1 0.1 0.4
C -0.5 -0.4 -2.1
C 0.6 0.2 1.1
O 0.0 -0.1 -0.1
O 1.1 0.3 1.1
H -0.6 -0.3 0.5
H -0.5 0.5 -0.4
H 0.2 -0.3 -0.6
H 0.0 0.0 0.5
H 0.0 0.1 0.0
H -0.2 -0.1 0.0
C -0.5 2.7 -1.0
C -0.8 -0.9 2.3
O 0.4 -0.6 -0.6
O 0.6 -0.5 0.7
H 0.2 -0.6 0.1
H 0.2 0.0 -0.3
H 0.0 -0.3 -0.9
H 0.4 0.3 0.7
H 0.0 0.0 -0.2
H -0.2 -0.2 -0.2
C 3.5 -0.4 1.4
C -2.4 0.7 -1.0
O -0.1 -1.4 0.9
O -2.9 -0.9 0.0
H 0.1 0.2 -0.8
H 1.5 0.8 -0.3
H 0.1 1.6 0.8
H 0.0 0.3 -1.0
H 0.1 -0.9 -0.1
H -0.1 0.2 0.3
C 0.3 0.7 1.1
C 1.2 0.6 0.1
O -0.1 -0.6 -0.1
O -0.3 -1.1 -0.5
H 0.3 0.3 -0.9
H 0.5 -0.7 -0.2
H -0.3 0.3 0.6
H -1.0 -0.1 0.2
H -0.2 0.2 0.2
H -0.3 0.4 -0.3
C -1.9 -1.3 -1.1
C 0.5 0.6 3.0
O 2.6 -0.3 -1.9
O -0.4 1.5 -0.5
H -0.2 -0.4 0.0
H 0.1 -0.1 0.2
H -1.0 0.0 0.4
H -0.7 -0.1 0.8
H 0.6 0.2 -0.4
H 0.4 -0.1 -0.7
C 2.0 1.3 -1.4
C -0.8 -1.1 1.0
O -0.8 0.9 0.4
O -0.3 -0.7 -0.8
H 0.0 -0.4 0.3
H -0.4 0.5 -0.3
H 0.4 -0.5 -0.1
H 0.3 -0.7 0.2
H -0.2 0.2 0.1
H -0.2 0.6 0.3
C 0.9 -0.2 -2.1
C -0.9 0.9 0.8
O 0.7 -1.0 -0.3
O 0.3 -0.1 1.0
H -0.1 0.2 0.6
H -0.4 -0.4 0.3
H -0.3 0.6 0.1
H 0.1 0.3 -0.2
H 0.1 -0.2 -0.2
H -0.4 0.0 0.0
C -0.5 0.9 0.6
C -0.7 -1.0 1.1
O 0.1 0.4 -0.2
O 0.2 -1.3 -1.3
H -0.4 0.3 0.1
H 0.3 -0.6 -0.5
H 0.5 0.2 0.0
H 0.1 0.3 0.3
H -0.1 0.1 0.2
H 0.6 0.7 -0.4
C -0.3 -1.4 2.7
C -0.3 0.6 -1.4
O 1.4 1.4 -0.2
O -0.9 0.1 -2.0
H -0.4 -1.1 -0.6
H -0.3 0.5 0.2
H 1.1 0.9 0.1
H -0.1 -0.2 0.0
H -0.2 -0.6 0.2
H 0.2 0.2 0.4
C 1.0 -0.2 -0.3
C -0.6 0.7 -1.2
O 1.2 -1.8 0.5
O -0.2 1.1 -0.6
H 0.1 -0.1 0.5
H 0.0 -0.2 0.0
H -0.5 0.1 -0.5
H 0.0 -0.3 0.5
H -0.4 -0.4 1.2
H -0.2 0.1 0.1

Values from the calculation:
- HOMO level (eV) = -9.47
- Kohn-Sham gap (eV) = 9.405
- relative energy (zero: lowest compared OMol25 entry of this formula, charge and spin) (kJ/mol) = 585.7
- SMILES = OCCO.OCCO.OCCO.OCCO.OCCO.OCCO.OCCO.OCCO.OCCO.OCCO.OCCO.OCCO
- multiplicity = 1
- charge = 0

Entry 2:
Entry from the Open Molecules 2025 dataset: 3 unconnected molecules or ions with the total composition C5H15NO2 at a distorted geometry (wB97M-V/def2-TZVPD).

Last column: natural (NBO) charge in e.
CARTESIAN COORDINATES (ANGSTROEM)
C1 1.867 -1.133 2.185  -0.601
C2 0.889 -0.506 1.303  -0.065
C3 -0.190 -1.471 0.937  -0.460
C4 -1.644 -0.891 1.127  -0.144
C5 -2.664 -1.158 0.267  -0.412
N1 1.625 0.134 0.232  -0.857
H1 2.769 -0.641 2.484  0.223
H2 1.238 -1.355 3.036  0.206
H3 2.170 -2.167 1.837  0.195
H4 0.433 0.354 1.832  0.171
H5 -0.227 -2.309 1.616  0.214
H6 0.157 -1.819 -0.098  0.214
H7 -1.556 -0.354 2.068  0.201
H8 -3.569 -0.571 0.373  0.189
H9 -2.716 -1.583 -0.664  0.198
H10 2.228 -0.619 -0.262  0.350
H11 1.077 0.671 -0.451  0.374
H12 0.334 2.070 -4.718  0.472
H13 -1.067 1.272 -4.653  0.474
O1 -0.089 1.126 -4.692  -0.946
H14 0.417 2.666 0.567  0.491
H15 0.049 3.020 -1.014  0.485
O2 -0.243 2.797 -0.119  -0.972

Force components x, y, z for each atom (eV/Å):
C 0.2 -3.0 1.3
C 0.1 2.6 -0.4
C -1.5 -0.4 -1.7
C 1.5 -1.9 -2.8
C 0.4 3.3 3.6
N 1.5 -1.2 -2.0
H 0.2 0.8 0.0
H 0.4 -0.2 1.0
H -0.2 1.0 0.0
H 0.0 -0.3 0.1
H 0.5 -0.6 0.2
H -1.3 0.1 1.2
H -1.3 0.3 -0.2
H -0.4 -0.2 0.7
H 1.1 -1.6 -2.0
H -1.4 1.9 0.8
H 0.1 -0.7 0.3
H -1.4 -2.7 0.0
H 1.3 0.0 -0.1
O 0.1 2.7 0.0
H 0.6 0.2 -0.8
H 0.7 -0.1 0.9
O -1.3 -0.1 -0.1

Values from the calculation:
- HOMO level (eV) = -9.05
- Kohn-Sham gap (eV) = 9.516
- relative energy (zero: lowest compared OMol25 entry of this formula, charge and spin) (kJ/mol) = 277.0
- SMILES = C=CC[C@@H](C)N.O.O
- multiplicity = 1
- charge = 0

no.,LUMO level (eV)
1,-0.07
2,0.46